DFT (ωB97M-V/def2-TZVPD) results for a 8-piece molecular cluster, C24H36Cl2O21 overall in a non-equilibrium geometry.

Summary:
- Energy relative to the best compared isomer or geometry (same formula, charge and spin): 23.6 kcal per mole
- E_HOMO: -10.6 eV
- SMILES: CCOC(=O)OC.O=C1OCCO1.O=C1OCCO1.O=C1OCCO1.O=C1OCCO1.O=C1OCCO1.O=C1OCCO1.ClCCCl
- Total energy: -3436.45527 a.u.
- 2S+1: 1
- LUMO: -0.20 eV
- Orbital gap: 10.4 eV

Each line ends with the Löwdin charge.
Positions of all 83 atoms, in Å:
Cl (-0.3485, 8.3774, -7.7819)  0.54
C (-1.7436, 7.3810, -7.3410)  -0.65
C (-2.4959, 8.1228, -6.2187)  -0.65
Cl (-3.0537, 9.7622, -6.7439)  0.49
H (-1.3842, 6.5229, -6.7730)  0.07
H (-2.3471, 7.0730, -8.1949)  0.08
H (-1.8473, 8.3347, -5.3687)  0.06
H (-3.3626, 7.5829, -5.8373)  0.07
C (-9.5601, 2.5933, 3.8086)  -0.16
C (-8.6794, 2.8253, 2.5988)  -0.09
O (-9.6498, 2.7036, 1.5507)  0.10
C (-10.8477, 2.4249, 2.0115)  -0.65
O (-11.8876, 2.2572, 1.4566)  0.17
O (-10.8220, 2.5420, 3.2894)  0.10
H (-9.4757, 3.4236, 4.5097)  0.13
H (-9.2628, 1.7202, 4.3895)  0.13
H (-7.9288, 2.0354, 2.6230)  0.13
H (-8.1899, 3.7969, 2.6652)  0.13
C (-1.0731, 0.5607, -0.4491)  -0.14
C (-2.4457, 0.3787, 0.0552)  -0.13
O (-3.1249, 1.5972, -0.2617)  0.08
C (-2.3545, 2.2806, -1.1147)  -0.55
O (-2.6728, 3.3407, -1.6144)  0.13
O (-1.1278, 1.7025, -1.2994)  0.06
H (-0.7430, -0.1729, -1.1846)  0.14
H (-0.3244, 0.7134, 0.3282)  0.13
H (-2.5643, 0.1459, 1.1134)  0.14
H (-2.9405, -0.4462, -0.4575)  0.13
C (-6.6843, 0.1943, -6.3363)  -0.14
C (-6.0382, -0.3183, -4.9633)  -0.07
O (-6.0438, -1.7295, -5.2276)  0.03
C (-6.6725, -2.0466, -6.4062)  -0.54
O (-6.8666, -3.1522, -6.8244)  0.16
O (-7.1945, -0.9268, -6.9246)  0.06
H (-6.0192, 0.6578, -7.0649)  0.13
H (-7.4943, 0.8578, -6.0333)  0.13
H (-6.6449, -0.1574, -4.0722)  0.13
H (-5.0309, 0.0964, -5.0007)  0.12
C (-3.7626, 2.5407, 8.1821)  -0.08
C (-4.6682, 2.1255, 7.0318)  -0.12
O (-3.9041, 2.5184, 5.9116)  0.08
C (-2.8701, 3.2292, 6.2175)  -0.58
O (-2.0003, 3.6415, 5.4005)  0.09
O (-2.8845, 3.5193, 7.5154)  0.09
H (-3.3137, 1.6004, 8.5021)  0.13
H (-4.3675, 2.8609, 9.0305)  0.13
H (-5.6245, 2.6442, 7.0994)  0.13
H (-4.8683, 1.0635, 6.8898)  0.13
C (7.8358, -3.1935, -4.1967)  -0.12
C (7.3573, -4.4645, -3.6470)  -0.13
O (5.9640, -4.2886, -3.4181)  0.10
C (5.6526, -3.0661, -3.7415)  -0.60
O (4.4851, -2.6790, -3.6784)  0.11
O (6.7026, -2.3298, -4.0760)  0.09
H (7.9734, -3.2953, -5.2732)  0.14
H (8.7572, -2.9156, -3.6850)  0.14
H (7.8902, -4.6129, -2.7078)  0.13
H (7.5054, -5.3004, -4.3307)  0.14
C (5.9423, 1.1453, 1.3518)  -0.13
C (5.2855, 1.4617, 2.6936)  -0.09
O (6.1926, 0.8112, 3.5670)  0.08
C (7.0165, 0.0334, 2.9186)  -0.59
O (8.0201, -0.4888, 3.4226)  0.11
O (6.7423, 0.0484, 1.6391)  0.09
H (6.5669, 1.9235, 0.9132)  0.14
H (5.1776, 0.9014, 0.6143)  0.13
H (4.2806, 1.0564, 2.8116)  0.13
H (5.3162, 2.5385, 2.8598)  0.13
C (4.4772, -4.8407, 2.1140)  -0.07
C (5.2835, -6.0662, 1.8986)  -0.25
O (6.6656, -5.7611, 2.0097)  0.00
C (7.6236, -6.7346, 2.2246)  -0.43
O (7.4078, -7.9672, 2.3288)  0.08
O (8.8801, -6.1266, 2.2560)  -0.04
C (10.0666, -6.7883, 2.5337)  -0.08
H (4.8290, -4.4131, 3.0529)  0.09
H (3.4501, -5.1890, 2.2226)  0.08
H (4.5737, -4.1231, 1.2992)  0.08
H (5.1581, -6.4526, 0.8871)  0.13
H (5.0793, -6.8303, 2.6486)  0.13
H (10.0000, -7.5903, 3.2689)  0.09
H (10.6062, -5.9102, 2.8886)  0.10
H (10.4448, -7.2905, 1.6433)  0.09

Atoms 1-3, force components in eV/Å:
0.187 -0.257 -0.458
-0.358 0.331 1.942
-0.222 0.657 -0.461

***

DFT (ωB97M-V/def2-TZVPD) results for C26H78O13 as an isolated structure in a non-equilibrium geometry.

Summary:
- Energy relative to the best compared isomer or geometry (same formula, charge and spin): 121.6 kcal per mole
- E_HOMO: -9.8 eV
- Total energy: -2015.27383 a.u.
- 2S+1: 1
- LUMO: 0.29 eV
- Orbital gap: 10.1 eV

Each line ends with the Löwdin charge.
Positions of all 117 atoms, in Å:
C (7.7417, -3.0516, -7.1603)  -0.07
C (6.5204, -3.8486, -7.6676)  -0.30
O (6.8742, -4.4404, -8.9014)  -0.08
H (8.0474, -2.2848, -7.8777)  0.07
H (8.5923, -3.7082, -6.9860)  0.08
H (7.5177, -2.4987, -6.2447)  0.05
H (5.6625, -3.1692, -7.6593)  0.11
H (6.3306, -4.6158, -6.9159)  0.10
H (6.9640, -3.7367, -9.5538)  0.11
C (2.7971, -2.6398, -2.8843)  -0.07
C (2.9648, -4.1524, -2.9466)  -0.26
O (4.2756, -4.6572, -3.1231)  -0.10
H (3.1402, -2.2101, -1.9399)  0.08
H (1.7279, -2.4261, -2.8325)  0.08
H (3.2815, -2.2306, -3.7672)  0.07
H (2.2482, -4.5880, -3.6442)  0.11
H (2.5704, -4.5593, -2.0015)  0.11
H (4.8155, -4.4584, -2.3516)  0.10
C (7.0441, -2.9187, -3.0105)  -0.07
C (7.7951, -4.1665, -2.6608)  -0.33
O (7.6020, -4.4224, -1.2779)  -0.06
H (6.0322, -2.9187, -2.6115)  0.06
H (7.0229, -2.6472, -4.0644)  0.06
H (7.5308, -2.0601, -2.5334)  0.09
H (8.8445, -4.0328, -2.9496)  0.12
H (7.3769, -5.0227, -3.2140)  0.09
H (8.2244, -5.1094, -1.0148)  0.08
C (3.8435, -10.1388, -0.9529)  -0.08
C (4.9383, -11.1631, -0.6954)  -0.27
O (6.0644, -10.5336, -0.0489)  -0.11
H (4.3918, -9.3290, -1.4481)  0.06
H (3.3651, -9.7212, -0.0694)  0.07
H (3.0650, -10.4922, -1.6323)  0.06
H (5.4296, -11.5915, -1.5690)  0.10
H (4.5610, -11.8748, 0.0378)  0.11
H (6.6339, -10.0307, -0.6433)  0.05
C (4.4215, -7.1608, -5.3405)  -0.07
C (4.3653, -7.0912, -3.8627)  -0.24
O (5.5228, -6.3478, -3.3925)  -0.15
H (3.6938, -7.9186, -5.6592)  0.07
H (5.3868, -7.5618, -5.6597)  0.07
H (4.2149, -6.2707, -5.9337)  0.05
H (4.5189, -8.0806, -3.4248)  0.10
H (3.4645, -6.6251, -3.4597)  0.10
H (5.2262, -5.5174, -2.9976)  -0.05
C (5.5439, -11.0736, -5.4982)  -0.08
C (6.7077, -11.5342, -4.6893)  -0.29
O (6.7284, -12.9889, -4.7607)  -0.10
H (5.4451, -11.4116, -6.5253)  0.09
H (5.5275, -9.9751, -5.4552)  0.06
H (4.6841, -11.3377, -4.8752)  0.07
H (6.5980, -11.4318, -3.6089)  0.10
H (7.6825, -11.1530, -5.0098)  0.10
H (6.9464, -13.2360, -5.6659)  0.07
C (3.4420, -6.6957, 0.4328)  -0.10
C (4.9535, -6.6204, 0.5622)  -0.30
O (5.3217, -5.4152, 1.2331)  -0.07
H (3.2045, -7.2605, -0.4741)  0.04
H (2.8439, -5.7833, 0.4352)  0.07
H (3.0017, -7.2481, 1.2677)  0.07
H (5.4782, -6.7950, -0.3832)  0.09
H (5.2808, -7.5088, 1.1058)  0.12
H (5.1036, -4.6785, 0.6559)  0.07
C (8.5402, -8.3729, -6.3444)  -0.07
C (7.9153, -7.6442, -7.5498)  -0.31
O (7.2814, -8.5534, -8.4500)  -0.10
H (7.7711, -9.0062, -5.9011)  0.05
H (8.8977, -7.6181, -5.6492)  0.07
H (9.3380, -9.0076, -6.7259)  0.08
H (8.7693, -7.1870, -8.0552)  0.11
H (7.1018, -6.9763, -7.2608)  0.09
H (6.9342, -8.1043, -9.2372)  0.05
C (4.1418, -6.5465, -8.8866)  -0.10
C (4.7402, -6.4289, -10.2784)  -0.31
O (6.1069, -6.7177, -10.4433)  -0.09
H (3.0535, -6.4595, -8.8949)  0.07
H (4.4808, -5.8500, -8.1166)  0.04
H (4.3365, -7.5290, -8.4465)  0.08
H (4.4525, -5.5224, -10.8254)  0.11
H (4.1678, -7.2002, -10.8102)  0.11
H (6.6102, -5.9922, -10.0216)  0.06
C (1.6962, -9.9954, -4.8278)  -0.08
C (1.7579, -11.1505, -5.8304)  -0.32
O (1.4970, -12.3430, -5.1273)  -0.07
H (1.1451, -10.3666, -3.9588)  0.07
H (1.4015, -9.0109, -5.1749)  0.07
H (2.6768, -9.9325, -4.3368)  0.05
H (2.7345, -11.0850, -6.3234)  0.09
H (0.9567, -11.0438, -6.5736)  0.11
H (1.2304, -13.0418, -5.7277)  0.08
C (-0.1150, -7.5511, -2.2851)  -0.08
C (0.2222, -8.5306, -1.1501)  -0.31
O (-1.0125, -8.7782, -0.4972)  -0.08
H (-0.7429, -8.0676, -3.0127)  0.07
H (0.8072, -7.1728, -2.7267)  0.05
H (-0.7250, -6.7273, -1.9142)  0.07
H (0.8891, -7.9759, -0.4840)  0.09
H (0.6287, -9.4345, -1.6071)  0.10
H (-0.9457, -9.5292, 0.0986)  0.08
C (9.5351, -8.1338, -1.1743)  -0.08
C (8.6959, -7.8528, -2.3952)  -0.32
O (7.3205, -8.0052, -2.0730)  -0.10
H (9.2923, -9.0969, -0.7181)  0.08
H (9.4998, -7.3415, -0.4270)  0.07
H (10.5961, -8.2851, -1.4016)  0.08
H (8.9307, -8.5896, -3.1722)  0.10
H (8.9099, -6.8587, -2.7985)  0.10
H (6.7832, -7.3624, -2.5699)  0.03
C (2.2956, -3.4457, -8.1598)  -0.08
C (2.3372, -3.7019, -6.6635)  -0.33
O (2.0286, -2.5250, -5.9401)  -0.08
H (1.2545, -3.2582, -8.4449)  0.08
H (2.5863, -4.2946, -8.7791)  0.05
H (2.9161, -2.5819, -8.3975)  0.08
H (3.3534, -3.9849, -6.3808)  0.09
H (1.6802, -4.5539, -6.4556)  0.11
H (1.1728, -2.1864, -6.2232)  0.09

Atoms 1-3, force components in eV/Å:
-0.331 0.252 0.023
1.484 0.917 1.336
-0.643 -0.110 -0.389

***

DFT (ωB97M-V/def2-TZVPD) results for C33H32As2BrO10PPt as an isolated structure in a non-equilibrium geometry.

Summary:
- Energy relative to the best compared isomer or geometry (same formula, charge and spin): 0.0 kcal per mole
- E_HOMO: -14.6 eV
- Total energy: -9534.80349 a.u.
- 2S+1: 1
- LUMO: -7.87 eV
- Total charge: +2
- Orbital gap: 6.8 eV

Each line ends with the Löwdin charge.
Positions of all 80 atoms, in Å:
Pt (2.0065, 0.9342, -0.8728)  0.82
O (5.2219, -1.0491, -1.2444)  0.15
C (4.3484, -0.6666, -0.5083)  -0.58
O (3.0277, -0.7597, -0.8568)  -0.34
C (4.5655, -0.2301, 0.9128)  -0.15
C (5.8623, -0.2639, 1.3976)  0.03
C (6.1258, 0.0537, 2.7238)  -0.01
C (5.0903, 0.4168, 3.5696)  -0.03
C (3.7902, 0.4767, 3.0912)  -0.06
C (3.5205, 0.1465, 1.7639)  -0.30
P (1.7894, 0.1894, 1.2709)  1.01
C (0.9681, -1.3408, 1.6324)  -0.33
C (1.7264, -2.4130, 2.1035)  -0.04
C (1.0917, -3.5955, 2.4516)  -0.03
C (-0.2867, -3.7073, 2.3332)  -0.02
C (-1.0415, -2.6428, 1.8534)  -0.05
C (-0.4182, -1.4623, 1.4944)  -0.12
C (1.0917, 1.5773, 2.1594)  -0.35
C (1.8299, 2.7661, 2.1120)  -0.11
C (1.3939, 3.8759, 2.8126)  -0.06
C (0.2156, 3.8125, 3.5518)  -0.04
C (-0.5226, 2.6356, 3.5932)  -0.04
C (-0.0860, 1.5137, 2.9040)  -0.05
H (6.6554, -0.5472, 0.7173)  0.14
H (7.1414, 0.0178, 3.0966)  0.13
H (5.2909, 0.6620, 4.6043)  0.12
H (2.9912, 0.7832, 3.7558)  0.12
H (2.8003, -2.3226, 2.2162)  0.12
H (1.6768, -4.4267, 2.8236)  0.12
H (-0.7763, -4.6330, 2.6088)  0.13
H (-2.1116, -2.7393, 1.7420)  0.11
H (-1.0151, -0.6434, 1.1056)  0.10
H (2.7574, 2.8190, 1.5484)  0.11
H (1.9795, 4.7872, 2.7905)  0.13
H (-0.1171, 4.6772, 4.1128)  0.12
H (-1.4270, 2.5814, 4.1847)  0.12
H (-0.6404, 0.5880, 2.9982)  0.10
Br (3.7134, 2.2650, -1.8908)  0.21
C (1.9449, -3.7908, -2.0097)  0.03
O (1.0738, -2.6427, -1.8297)  -0.10
C (-0.1795, -2.8950, -1.4587)  -0.53
O (-0.6527, -3.9772, -1.2705)  0.17
C (-0.9684, -1.6270, -1.5677)  -0.27
C (-2.2817, -1.6039, -1.7923)  -0.28
As (-3.3465, -0.2221, -2.6889)  1.37
C (-4.8468, -0.3160, -1.4284)  -0.23
C (-2.4529, 1.4225, -2.0205)  -0.21
C (-1.1893, 1.4811, -1.5575)  -0.22
As (0.0346, -0.0174, -1.7997)  1.23
C (0.5852, 0.0875, -3.6468)  -0.18
C (-0.4299, 2.6445, -1.0161)  -0.49
O (0.8125, 2.6282, -0.8911)  -0.20
O (-1.0848, 3.6621, -0.6159)  0.04
C (-0.3514, 4.8424, -0.1565)  0.07
C (-3.3337, 2.6422, -2.3472)  -0.50
O (-3.1046, 3.7913, -2.1263)  0.17
O (-4.3720, 2.2110, -3.0630)  -0.14
C (-5.2629, 3.2368, -3.5829)  0.02
C (-3.0983, -2.8742, -1.7591)  -0.61
O (-3.4640, -3.3789, -2.7824)  0.15
O (-3.3918, -3.2679, -0.5297)  -0.04
C (-4.1140, -4.5292, -0.4459)  0.02
H (2.9143, -3.3817, -2.2645)  0.10
H (1.5618, -4.4108, -2.8160)  0.11
H (1.9822, -4.3670, -1.0903)  0.10
H (-5.2859, -1.3058, -1.5445)  0.04
H (-5.5844, 0.4286, -1.7048)  0.03
H (-4.5227, -0.1739, -0.4015)  0.05
H (-0.2834, -0.1258, -4.2673)  0.06
H (1.3571, -0.6620, -3.8066)  0.06
H (0.9733, 1.0830, -3.8510)  0.04
H (-1.1190, 5.5832, 0.0279)  0.12
H (0.3323, 5.1663, -0.9351)  0.12
H (0.1898, 4.5941, 0.7471)  0.07
H (-6.0184, 2.7031, -4.1475)  0.11
H (-4.7032, 3.9130, -4.2220)  0.11
H (-5.7035, 3.7880, -2.7575)  0.11
H (-4.1883, -4.7520, 0.6119)  0.10
H (-3.5562, -5.3002, -0.9680)  0.11
H (-5.1009, -4.4228, -0.8873)  0.10

Atoms 1-3, force components in eV/Å:
-0.420 -0.246 -0.236
-0.879 0.371 0.814
0.387 -0.571 -0.583

***

Question: E_HOMO of number 3 (C33H32As2BrO10PPt)?
Answer: -14.6 eV